Below is C10H18Cl2N2STl as an isolated structure in a non-equilibrium geometry, with properties calculated with ωB97M-V with the def2-TZVPD basis set.

Last column: Mulliken charge in e.
Element x y z (Å)
Tl  1.269  -0.925  -0.547  0.3588
Cl  0.491  -3.249  -0.635  -0.5716
Cl  2.931  -1.076  1.198  -0.6587
C  2.942  -0.034  -1.155  -1.4755
H  3.055  1.011  -0.939  0.3342
H  3.369  -0.467  -2.037  0.3318
C  -0.451  0.901  -1.586  -0.6232
C  0.395  0.133  -2.151  0.4480
H  -0.148  1.563  -0.770  0.3762
C  0.260  -1.075  -3.171  -0.5765
H  1.745  0.580  -2.353  0.3071
C  -1.106  -0.870  -3.831  -0.8133
H  1.102  -0.998  -3.880  0.2456
H  0.291  -2.134  -2.803  0.2315
C  -2.154  -0.597  -2.741  -0.6537
H  -1.059  -0.003  -4.497  0.3200
H  -1.378  -1.717  -4.480  0.3759
C  -1.906  0.683  -1.883  -0.3318
H  -3.150  -0.502  -3.194  0.3656
H  -2.148  -1.461  -2.067  0.2333
H  -2.317  1.586  -2.419  0.3067
H  -2.448  0.642  -0.894  0.1835
S  -0.830  -0.557  1.269  -0.3508
C  -0.339  0.203  2.703  0.2042
N  0.888  0.092  3.257  0.3044
C  0.980  0.693  4.569  -0.4809
C  -0.411  1.291  4.790  -0.4476
N  -1.101  0.950  3.554  -0.1669
H  1.659  -0.370  2.743  -0.0821
H  1.754  1.462  4.583  0.2818
H  1.197  -0.055  5.337  0.2737
H  -0.362  2.377  4.919  0.2588
H  -0.908  0.859  5.666  0.2701
H  -2.112  1.063  3.442  0.2212

Computed properties:
HOMO (spin up / spin down): -1.06 / -1.06 eV
Net charge: -1
Relative energy (zero: lowest compared OMol25 entry of this formula, charge and spin): 116.1 kcal/mol
Energy: -54210.33962 eV
Gap between HOMO and LUMO (spin up / spin down): 3.442 / 3.444 eV

Below is C10H18Cl2N2SW as an isolated structure in a non-equilibrium geometry, with properties calculated with ωB97M-V with the def2-TZVPD basis set.

Last column: Mulliken charge in e.
Element x y z (Å)
W  1.350  -0.192  -0.614  0.8129
Cl  0.783  -2.412  -1.288  -0.5925
Cl  2.314  1.863  -0.193  -0.5787
C  2.852  -1.184  0.167  -0.6855
H  3.761  -0.637  0.506  0.3376
H  3.042  -2.277  0.045  0.2448
C  -0.999  1.338  -1.719  -0.4234
C  0.215  0.974  -2.170  -0.4333
H  -1.059  2.192  -1.044  0.4316
C  0.405  -0.075  -3.236  -0.3888
H  1.050  1.703  -2.054  0.8684
C  -0.799  -0.158  -4.176  -0.9514
H  1.329  0.059  -3.813  0.3430
H  0.466  -1.080  -2.751  -0.0446
C  -2.124  -0.176  -3.429  -0.6551
H  -0.764  0.690  -4.860  0.3878
H  -0.729  -1.067  -4.789  0.3685
C  -2.286  0.794  -2.230  -0.5578
H  -2.903  0.028  -4.177  0.2762
H  -2.235  -1.189  -3.026  0.3033
H  -2.984  1.612  -2.512  0.3716
H  -2.835  0.265  -1.434  0.2339
S  -0.074  -0.496  1.074  -0.4302
C  0.398  0.161  2.624  0.2642
N  1.488  -0.130  3.328  -0.0513
C  1.515  0.646  4.560  -0.4674
C  0.188  1.388  4.546  -0.4386
N  -0.404  0.991  3.282  -0.1359
H  2.229  -0.730  2.959  0.2447
H  2.359  1.341  4.559  0.2939
H  1.594  -0.012  5.426  0.2969
H  0.331  2.469  4.566  0.2748
H  -0.469  1.092  5.366  0.2903
H  -1.298  1.281  2.891  0.1903

Computed properties:
HOMO (spin up / spin down): -6.42 / -7.18 eV
⟨S²⟩: 2.10
Energy: -51345.68919 eV
Gap between HOMO and LUMO (spin up / spin down): 6.568 / 7.316 eV
2S+1: 3

Below is C10H18InS5 as an isolated structure, with properties calculated with ωB97M-V with the def2-TZVPD basis set.

Last column: Mulliken charge in e.
Element x y z (Å)
In  -0.119  -0.227  -1.247  0.2195
C  0.343  2.956  1.023  -0.6362
C  -0.250  1.840  1.869  -0.7504
S  0.341  0.150  1.573  0.1194
C  2.107  0.204  1.992  -0.8795
C  3.059  0.838  0.979  -0.5048
S  2.791  0.230  -0.719  -0.0657
C  2.846  1.745  -1.731  -0.7471
C  2.055  2.955  -1.251  -0.7011
S  0.312  2.663  -0.787  -0.0362
H  1.371  3.165  1.308  0.3383
H  -0.241  3.861  1.188  0.4993
H  -1.324  1.756  1.696  0.2891
H  -0.096  2.062  2.926  0.4856
H  2.357  -0.848  2.130  0.4281
H  2.200  0.704  2.956  0.4477
H  4.082  0.582  1.252  0.4830
H  2.974  1.920  0.966  0.1694
H  2.468  1.408  -2.696  0.3978
H  3.891  2.029  -1.856  0.4722
H  2.025  3.675  -2.069  0.4452
H  2.535  3.451  -0.410  0.4424
C  -4.359  -2.371  -0.841  -1.6132
C  -2.930  -2.045  -0.508  0.8036
S  -2.582  -0.450  -0.143  -0.3320
C  -1.936  -3.066  -0.574  0.5923
C  -2.307  -4.481  -0.921  -1.3150
S  -0.306  -2.768  -0.345  -0.2179
H  -4.950  -1.461  -0.891  0.4031
H  -4.787  -3.016  -0.070  0.3908
H  -4.441  -2.899  -1.793  0.3690
H  -3.369  -4.621  -1.097  0.3487
H  -2.006  -5.139  -0.106  0.3380
H  -1.754  -4.802  -1.805  0.3169

Computed properties:
HOMO (spin up / spin down): -10.86 / -10.82 eV
Net charge: +1
Energy: -70006.14726 eV
Gap between HOMO and LUMO (spin up / spin down): 5.963 / 5.681 eV

Below is an isolated ion of composition C10H18N2 and charge +2 in a non-equilibrium geometry, with properties calculated with ωB97M-V with the def2-TZVPD basis set.

Last column: Mulliken charge in e.
Element x y z (Å)
C  -3.565  1.249  -0.197  -0.9515
C  -2.258  0.957  -0.810  -0.0353
C  -1.866  -0.341  -0.603  0.3106
N  -1.140  -1.077  0.128  0.0635
C  -1.080  -2.559  0.214  -0.7960
C  -0.059  -0.401  0.907  0.0024
C  0.089  1.075  1.108  -0.8293
N  1.158  1.167  0.396  0.2771
C  2.082  2.163  0.122  -0.7865
C  1.270  -0.314  0.048  0.6886
C  2.600  -0.967  0.574  -1.5311
C  1.101  -0.710  -1.390  -1.4934
H  -4.019  0.375  0.372  0.3255
H  -4.216  1.750  -0.861  0.4044
H  -3.131  2.186  0.556  0.2464
H  -1.966  1.867  -1.407  0.4503
H  -0.755  -3.042  1.110  0.3698
H  -2.175  -2.686  -0.005  0.3417
H  -0.426  -3.178  -0.512  0.3132
H  0.025  -0.790  1.916  0.4695
H  -0.588  1.797  1.451  0.5483
H  1.546  2.952  -0.450  0.3819
H  2.617  2.839  0.876  0.3575
H  2.862  1.803  -0.478  0.3524
H  3.295  -0.881  -0.213  0.4863
H  2.567  -2.026  0.743  0.4161
H  2.960  -0.516  1.508  0.4114
H  0.081  -0.490  -1.759  0.2353
H  1.135  -1.768  -1.294  0.4993
H  1.860  -0.434  -2.051  0.4718

Computed properties:
HOMO: -18.15 eV
Net charge: +2
SMILES: CC=C=[N+](C)[C@@H]1C=[N+](C)C1(C)C
Relative energy (zero: lowest compared OMol25 entry of this formula, charge and spin): 95.2 kcal/mol
Energy: -13619.74586 eV
Gap between HOMO and LUMO: 9.310 eV